{"formula": "C19H30N4O4S", "method": "wB97M-V/def2-TZVPD", "smiles": "Cc1cc(C(=O)N2CCCN(CCNC(=O)[C@@H]3CCS(=O)(=O)C3)CC2)[nH]c1C", "lumo_ev": 0.55, "energy_ha": -1660.18084, "homo_ev": -7.971, "elements": ["C", "C", "C", "C", "C", "O", "N", "C", "C", "C", "N", "C", "C", "N", "C", "O", "C", "C", "C", "S", "O", "O", "C", "C", "C", "N", "C", "C", "H", "H", "H", "H", "H", "H", "H", "H", "H", "H", "H", "H", "H", "H", "H", "H", "H", "H", "H", "H", "H", "H", "H", "H", "H", "H", "H", "H", "H", "H"], "positions_angstrom": [[-1.88529, 4.40070, -2.28415], [-2.08825, 4.02949, -0.83523], [-1.60276, 2.88278, -0.18915], [-1.92331, 2.91311, 1.17410], [-1.73359, 2.01754, 2.30834], [-2.38744, 2.26386, 3.32605], [-0.90199, 0.93461, 2.23769], [-0.94656, -0.07338, 3.31280], [-1.41812, -1.47278, 2.85441], [-0.44009, -2.22667, 1.93479], [-0.35185, -1.83342, 0.52431], [-0.97029, -2.81209, -0.39017], [-0.56393, -2.67050, -1.88426], [0.88519, -2.58188, -2.09332], [1.72855, -3.60404, -1.90340], [1.33317, -4.74299, -1.67213], [3.25269, -3.32817, -1.96473], [3.86570, -3.46068, -0.54610], [3.57606, -2.14746, 0.22055], [3.67409, -0.78595, -1.04384], [2.43179, -0.01307, -1.02921], [4.97950, -0.13097, -0.98319], [3.65648, -1.92764, -2.50687], [-0.53347, -0.42147, 0.15878], [0.03180, 0.61695, 1.14525], [-2.61483, 4.08807, 1.32471], [-2.70232, 4.79218, 0.15154], [-3.39303, 6.13625, 0.10644], [-1.73183, 5.47358, -2.40156], [-1.00113, 3.92471, -2.70852], [-2.74603, 4.13101, -2.89589], [-1.08693, 2.10389, -0.72578], [0.06119, -0.15144, 3.72298], [-1.55608, 0.24724, 4.16078], [-1.58634, -2.08379, 3.74076], [-2.38395, -1.36597, 2.35952], [0.54597, -1.95727, 2.31724], [-0.46282, -3.30914, 2.07865], [-0.66255, -3.81307, -0.07907], [-2.05740, -2.79242, -0.29351], [-0.96672, -3.51125, -2.45403], [-1.01544, -1.76968, -2.29980], [1.27625, -1.65250, -2.08398], [3.61873, -4.11076, -2.63238], [3.48658, -4.33761, -0.01181], [4.94120, -3.63182, -0.63268], [2.53393, -2.15060, 0.54399], [4.19403, -1.88944, 1.07616], [4.70694, -1.97562, -2.78535], [3.12421, -1.48213, -3.34323], [-0.14872, -0.20704, -0.83809], [-1.60641, -0.22549, 0.09921], [0.30128, 1.53133, 0.62437], [1.00043, 0.28588, 1.51996], [-2.99991, 4.38709, 2.21037], [-3.42927, 6.54094, -0.90523], [-4.42375, 6.07427, 0.45717], [-2.88337, 6.87473, 0.72571]], "forces_ev_per_angstrom": [[-0.122, 0.063, 0.266], [0.016, 0.701, 0.261], [0.192, -0.664, 0.237], [0.345, 0.506, -2.087], [-0.492, -0.066, 0.708], [0.199, -0.153, -0.082], [0.351, -0.689, 0.216], [0.125, -0.188, 0.015], [-0.211, 0.174, -0.530], [1.187, 1.373, 0.342], [0.390, -0.852, -0.898], [0.526, 0.235, 0.037], [-0.006, 0.146, 0.613], [-0.422, 0.787, -0.065], [-0.006, -0.961, 0.433], [0.334, 0.373, -0.111], [-0.910, 0.598, -0.177], [0.426, 0.349, 0.076], [-0.578, 0.173, -0.818], [0.432, -0.673, -0.118], [0.940, -0.383, 0.016], [-1.426, -0.454, 0.034], [0.680, -0.200, 1.042], [-0.787, -0.257, 0.557], [-0.273, 0.001, -0.114], [-0.117, 0.444, 0.283], [-0.236, -0.122, 0.176], [0.186, -0.337, -0.059], [-0.056, 0.053, 0.061], [-0.049, -0.143, 0.098], [-0.022, -0.065, -0.067], [0.020, -0.067, 0.118], [0.250, -0.143, -0.050], [-0.141, 0.319, -0.530], [0.034, 0.028, 0.123], [-0.196, -0.013, 0.026], [0.288, -0.113, 0.483], [-0.466, 0.099, -0.503], [0.106, 0.134, 0.098], [-0.398, 0.082, -0.344], [0.128, -0.022, 0.201], [0.155, 0.041, -0.083], [-0.097, 0.072, 0.040], [0.175, 0.090, 0.144], [-0.245, 0.257, -0.171], [0.030, 0.205, -0.082], [-0.134, 0.137, -0.049], [0.309, -0.104, -0.210], [0.111, 0.062, -0.040], [-0.368, -0.126, 0.178], [0.332, -0.300, 0.033], [-0.377, 0.292, -0.122], [-0.284, 0.008, -0.086], [-0.109, -0.240, 0.464], [0.110, -0.173, -0.082], [0.096, -0.178, -0.007], [-0.028, -0.093, 0.036], [0.082, -0.023, 0.068]], "mulliken_charge": [-1.393, -0.372, 0.534, -0.015, 0.625, -0.782, 0.313, -1.023, -0.776, -1.083, 0.782, -0.843, -1.289, 0.039, 0.197, -0.700, 0.473, -1.071, 0.026, 0.950, -0.493, -0.721, -1.270, -0.836, -1.983, -0.044, 0.205, -1.448, 0.361, 0.389, 0.290, 0.571, 0.338, 0.493, 0.445, 0.317, 0.294, 0.686, 0.568, 0.272, 0.461, 0.467, 0.257, 0.447, 0.443, 0.364, -0.315, 0.585, 0.427, 0.442, 0.621, 0.556, 0.719, 0.281, 0.225, 0.352, 0.322, 0.322]}

{"formula": "C19H30N4O4S", "method": "wB97M-V/def2-TZVPD", "smiles": "Cc1cc(C(=O)N2CCCN(CCNC(=O)[C@@H]3CCS(=O)(=O)C3)CC2)[nH]c1C", "lumo_ev": 0.32, "energy_ha": -1660.20275, "homo_ev": -8.274, "elements": ["C", "C", "C", "C", "C", "O", "N", "C", "C", "C", "N", "C", "C", "N", "C", "O", "C", "C", "C", "S", "O", "O", "C", "C", "C", "N", "C", "C", "H", "H", "H", "H", "H", "H", "H", "H", "H", "H", "H", "H", "H", "H", "H", "H", "H", "H", "H", "H", "H", "H", "H", "H", "H", "H", "H", "H", "H", "H"], "positions_angstrom": [[1.77336, 5.00869, -1.01613], [2.61951, 3.77532, -1.09641], [2.15820, 2.44050, -0.99974], [3.25297, 1.59888, -1.10060], [3.58233, 0.15542, -1.04086], [4.77091, -0.15555, -0.98005], [2.60311, -0.79154, -1.06565], [2.97270, -2.18846, -0.89492], [2.52121, -2.74785, 0.44821], [1.00103, -2.71316, 0.65052], [0.40844, -1.45396, 1.09011], [0.65520, -1.14758, 2.49235], [-0.44227, -0.25424, 3.05445], [-1.73609, -0.87156, 2.83945], [-2.61315, -1.12109, 3.83931], [-2.45382, -0.73705, 4.98478], [-3.88588, -1.83993, 3.39135], [-4.85188, -0.78924, 2.76324], [-5.73267, -0.26945, 3.89059], [-6.20206, -1.77783, 4.71479], [-6.58109, -1.55776, 6.08185], [-7.08665, -2.49748, 3.83038], [-4.57481, -2.51185, 4.58621], [0.55820, -0.26596, 0.24175], [1.18437, -0.50243, -1.12564], [4.34741, 2.40785, -1.24898], [3.99068, 3.71628, -1.25247], [4.99790, 4.80553, -1.39603], [2.15749, 5.80373, -1.65624], [0.75341, 4.79756, -1.33790], [1.72157, 5.40299, 0.00124], [1.12759, 2.16842, -0.85087], [2.50973, -2.76440, -1.70409], [4.05086, -2.25686, -1.00174], [2.85380, -3.78806, 0.50794], [3.02166, -2.20941, 1.25788], [0.50862, -3.03964, -0.27030], [0.72561, -3.45129, 1.40580], [0.66329, -2.08502, 3.05204], [1.62760, -0.65498, 2.64914], [-0.31668, -0.10456, 4.12480], [-0.41081, 0.72846, 2.57576], [-1.84300, -1.34422, 1.95418], [-3.62562, -2.57755, 2.63120], [-4.29191, 0.01234, 2.28347], [-5.47744, -1.26961, 2.01197], [-5.18226, 0.33954, 4.60828], [-6.63653, 0.23926, 3.56311], [-4.71693, -3.58300, 4.46524], [-4.04550, -2.28956, 5.51098], [-0.42151, 0.20531, 0.09117], [1.18375, 0.47602, 0.75491], [1.02227, 0.37158, -1.75221], [0.69663, -1.33465, -1.63702], [5.27386, 2.01483, -1.30772], [4.49991, 5.76932, -1.48079], [5.66441, 4.85154, -0.53229], [5.61332, 4.66556, -2.28662]], "forces_ev_per_angstrom": [[0.005, 0.004, 0.000], [0.003, -0.010, -0.007], [0.003, 0.007, 0.009], [-0.004, 0.008, 0.000], [0.006, -0.017, -0.004], [-0.004, 0.002, 0.001], [0.004, -0.003, 0.005], [-0.002, 0.017, 0.006], [-0.014, -0.022, -0.008], [0.019, 0.007, 0.009], [-0.009, -0.001, 0.006], [0.019, -0.004, -0.001], [-0.030, 0.023, -0.006], [0.073, -0.088, -0.035], [-0.086, 0.106, 0.020], [0.016, 0.006, -0.009], [0.040, -0.045, -0.071], [-0.029, 0.013, 0.062], [0.011, 0.011, -0.011], [0.010, -0.005, -0.026], [-0.011, 0.004, 0.033], [-0.017, -0.009, -0.005], [0.018, 0.007, -0.008], [-0.002, -0.005, 0.011], [-0.002, 0.000, -0.023], [0.006, -0.006, -0.004], [-0.015, 0.009, 0.009], [0.001, -0.001, -0.002], [0.001, -0.001, 0.000], [-0.001, 0.000, 0.001], [-0.002, -0.001, -0.001], [0.004, 0.004, -0.001], [0.000, -0.004, 0.003], [0.002, 0.001, -0.001], [0.000, 0.004, -0.003], [0.004, 0.002, 0.001], [0.000, 0.004, -0.005], [-0.001, -0.001, 0.000], [-0.002, 0.005, 0.008], [-0.005, -0.002, -0.001], [0.028, -0.014, 0.005], [-0.015, 0.012, 0.031], [-0.011, -0.012, 0.007], [0.002, 0.000, 0.004], [-0.001, 0.000, -0.001], [0.003, 0.002, -0.004], [-0.003, 0.002, -0.002], [0.000, 0.001, 0.004], [0.001, -0.001, 0.005], [-0.002, -0.006, 0.002], [0.000, -0.003, -0.008], [-0.009, -0.001, -0.003], [-0.001, -0.005, 0.003], [-0.002, 0.003, 0.003], [0.002, 0.001, -0.001], [0.001, 0.000, -0.001], [-0.001, 0.001, 0.001], [0.000, 0.000, 0.001]], "mulliken_charge": [-1.487, -0.179, -0.034, 0.315, 0.885, -0.779, 0.283, -1.102, -0.479, -1.082, 0.299, -0.713, -1.173, 0.044, 0.158, -0.692, 0.297, -0.923, -0.740, 1.115, -0.668, -0.642, -1.016, -0.442, -2.057, -0.006, 0.080, -1.407, 0.383, 0.378, 0.273, 0.513, 0.348, 0.503, 0.375, 0.281, 0.403, 0.515, 0.598, 0.328, 0.472, 0.327, 0.271, 0.547, 0.416, 0.434, 0.344, 0.444, 0.369, 0.429, 0.138, 0.732, 0.726, 0.410, 0.216, 0.343, 0.293, 0.335]}

{"formula": "C19H30NO11", "method": "wB97M-V/def2-TZVPD", "lumo_ev": 1.89, "energy_ha": -1624.27728, "homo_ev": -1.922, "charge": -1, "elements": ["C", "O", "C", "C", "O", "N", "O", "H", "H", "H", "H", "H", "H", "O", "C", "O", "C", "C", "C", "H", "H", "H", "H", "H", "H", "O", "C", "O", "C", "C", "C", "H", "H", "H", "H", "H", "H", "O", "C", "O", "C", "C", "C", "H", "H", "H", "H", "H", "H", "O", "C", "O", "C", "C", "C", "H", "H", "H", "H", "H", "H"], "positions_angstrom": [[-0.38719, 0.07744, 3.57757], [-0.64609, 1.44912, 3.42862], [-2.03508, 1.77810, 3.67172], [-3.08570, 1.09866, 2.80171], [-3.49533, -0.19664, 3.42902], [-4.37358, -0.02454, 4.40693], [-4.85401, -1.06553, 4.77653], [-0.87931, -0.52351, 2.80186], [-0.66406, -0.31305, 4.56689], [0.68189, -0.07171, 3.44787], [-2.32644, 1.64424, 4.72430], [-2.11079, 2.84797, 3.46220], [-2.63330, 0.84461, 1.83575], [2.03554, -1.52948, 2.30173], [2.16740, -1.15667, 1.17586], [2.75552, -1.90475, 0.20386], [2.85332, -1.13654, -1.00979], [1.78918, -0.05885, -0.88678], [1.75600, 0.18828, 0.61854], [3.86132, -0.71893, -1.07635], [2.68702, -1.78755, -1.86450], [2.01044, 0.82881, -1.47865], [0.82729, -0.45360, -1.21715], [2.48924, 0.93337, 0.93149], [0.76876, 0.46730, 0.98028], [-0.66813, -2.09883, -4.02759], [0.12989, -1.33153, -4.47503], [1.33061, -1.09303, -3.89010], [2.02681, -0.05130, -4.59721], [1.41632, -0.03823, -5.98975], [-0.02128, -0.46746, -5.70933], [1.87007, 0.89026, -4.06552], [3.09116, -0.27915, -4.60662], [1.50581, 0.92590, -6.48720], [1.90790, -0.78620, -6.61479], [-0.66361, 0.37932, -5.46312], [-0.45520, -1.03834, -6.52526], [5.35115, -2.02675, -3.26111], [4.87476, -3.04995, -3.65380], [4.35332, -3.18852, -4.89895], [3.74999, -4.48769, -5.03566], [4.41800, -5.35238, -3.97704], [4.70506, -4.33585, -2.87589], [2.67461, -4.38756, -4.87157], [3.91922, -4.85250, -6.04663], [3.80233, -6.19157, -3.65908], [5.35759, -5.75170, -4.36370], [3.86056, -4.21946, -2.19410], [5.60580, -4.56554, -2.31438], [-3.36673, 5.50005, 3.74172], [-4.17436, 5.03847, 4.49305], [-3.90550, 4.02877, 5.34831], [-5.09618, 3.62530, 6.03610], [-6.02714, 4.82669, 5.95975], [-5.62957, 5.44328, 4.62248], [-5.50104, 2.74670, 5.52932], [-4.84116, 3.35480, 7.05883], [-7.08046, 4.55898, 6.03343], [-5.80004, 5.52527, 6.76874], [-6.18279, 5.00766, 3.78936], [-5.72979, 6.52553, 4.61280]], "forces_ev_per_angstrom": [[0.383, -0.037, -0.163], [0.103, -0.098, 0.379], [-1.296, 0.039, -0.985], [0.415, 0.851, 0.785], [-0.204, 0.003, -0.085], [0.028, -0.035, -0.520], [0.163, -0.123, 0.221], [-0.219, -0.001, 0.176], [-0.190, 0.091, -0.046], [0.030, 0.058, 0.107], [0.376, -0.139, 0.051], [0.350, -0.013, 0.071], [-0.178, -0.422, 0.103], [0.330, -0.515, -0.131], [-0.084, 0.420, 0.341], [-0.008, -0.070, -0.072], [0.060, 0.095, -0.123], [-0.113, 0.125, 0.032], [-0.216, -0.133, -0.508], [0.004, -0.031, 0.017], [0.017, -0.127, 0.111], [0.063, -0.022, 0.014], [0.019, 0.000, -0.015], [-0.047, 0.012, 0.094], [0.117, 0.088, 0.242], [0.172, -0.148, 0.058], [-0.393, 0.073, 0.066], [0.039, -0.062, -0.139], [0.240, 0.116, -0.045], [-0.107, 0.031, -0.138], [0.478, 0.023, -0.202], [-0.044, -0.016, -0.003], [-0.033, -0.109, 0.155], [0.007, 0.020, 0.071], [0.029, 0.015, 0.025], [-0.074, -0.053, 0.000], [-0.223, 0.018, 0.105], [0.061, 0.153, -0.254], [-0.140, 0.115, 0.416], [0.041, -0.011, -0.047], [-0.124, -0.162, -0.057], [0.030, -0.090, 0.126], [0.062, -0.350, -0.365], [0.015, 0.021, 0.040], [0.032, 0.162, -0.041], [-0.057, 0.051, -0.024], [-0.022, 0.001, -0.020], [0.059, 0.062, 0.072], [-0.064, 0.162, 0.170], [0.145, 0.084, 0.164], [-0.027, -0.169, -0.352], [0.101, 0.270, 0.083], [-0.177, -0.244, 0.022], [-0.121, 0.116, -0.025], [-0.150, -0.019, 0.446], [0.062, -0.005, -0.032], [0.163, -0.024, -0.060], [0.032, -0.072, -0.025], [-0.005, -0.015, 0.000], [0.047, 0.034, -0.053], [0.040, 0.002, -0.233]], "mulliken_charge": [-0.643, -0.401, 0.017, -0.955, -0.109, 0.262, -0.536, 0.227, 0.353, 0.229, 0.248, 0.023, 0.320, -0.596, 0.461, -0.351, 0.192, -0.436, -0.197, 0.145, -0.204, 0.303, 0.210, 0.268, 0.194, -0.595, 0.340, -0.192, -0.359, -0.600, -0.349, 0.259, 0.283, 0.366, 0.236, 0.275, 0.301, -0.587, 0.527, -0.346, -0.380, -0.530, -0.367, 0.225, 0.333, 0.345, 0.246, 0.216, 0.361, -0.585, 0.453, -0.281, -0.395, -0.527, -0.406, 0.258, 0.319, 0.317, 0.254, 0.275, 0.288]}